one.
{
  "formula": "C6H15N3",
  "method": "ωB97M-V/def2-TZVPD",
  "molar_mass_g_mol": 129.207,
  "charge": 0,
  "homo_energy_ev": [-7.35, -7.35],
  "symbols": ["C", "C", "C", "C", "C", "H", "H", "H", "H", "H", "H", "H", "H", "H", "H", "C", "N", "N", "N", "H", "H", "H", "H", "H"],
  "positions_angstrom": [[-0.72, 0.32, -1.51], [-1.95, 0.39, -0.66], [-0.01, -0.92, -1.64], [0.64, 1.58, -0.26], [1.67, 1.95, -1.04], [-0.66, 1.04, -2.31], [-0.03, 2.34, 0.13], [-2.79, 0.07, -1.29], [-1.89, -0.28, 0.20], [-2.17, 1.40, -0.32], [-0.68, -1.78, -1.56], [0.65, -1.11, -0.64], [0.62, -0.99, -2.52], [2.37, 1.21, -1.42], [1.84, 2.98, -1.34], [0.23, -1.33, 1.81], [0.27, -0.58, 2.98], [-0.80, -2.09, 1.63], [1.26, -1.19, 0.91], [0.67, 0.35, 2.92], [-0.59, -0.61, 3.51], [0.69, 0.61, 0.27], [-0.63, -2.71, 0.84], [2.01, -0.63, 1.29]]
}

***

two.
{
  "formula": "C6H15N3",
  "method": "ωB97M-V/def2-TZVPD",
  "molar_mass_g_mol": 129.207,
  "charge": 0,
  "homo_energy_ev": -7.63,
  "smiles": "CC1(C)NCCN[C@@H]1N",
  "symbols": ["C", "C", "C", "N", "C", "C", "N", "C", "N", "H", "H", "H", "H", "H", "H", "H", "H", "H", "H", "H", "H", "H", "H", "H"],
  "positions_angstrom": [[-1.37, -1.27, 0.67], [-0.61, -0.54, -0.42], [-0.65, -1.32, -1.72], [-1.05, 0.80, -0.59], [-0.65, 1.83, 0.27], [0.45, 1.23, 1.58], [1.60, 0.41, 1.27], [1.18, -0.33, 0.11], [1.81, 0.15, -1.08], [-1.19, -0.88, 1.66], [-2.45, -1.22, 0.49], [-1.09, -2.33, 0.67], [-1.67, -1.60, -1.99], [-0.05, -2.23, -1.63], [-0.24, -0.74, -2.55], [-0.94, 1.09, -1.56], [-1.48, 2.22, 0.84], [-0.07, 2.60, -0.24], [0.77, 2.18, 2.00], [-0.24, 0.78, 2.31], [1.89, -0.17, 2.05], [1.40, -1.40, 0.25], [2.62, -0.40, -1.32], [2.05, 1.14, -1.07]]
}

***

three.
{
  "formula": "C6H15N3",
  "method": "ωB97M-V/def2-TZVPD",
  "molar_mass_g_mol": 129.207,
  "charge": 0,
  "homo_energy_ev": -7.85,
  "smiles": "C=C(N(C)N)C(C)(C)N",
  "symbols": ["C", "C", "N", "C", "N", "C", "C", "C", "N", "H", "H", "H", "H", "H", "H", "H", "H", "H", "H", "H", "H", "H", "H", "H"],
  "positions_angstrom": [[-0.46, 1.79, -0.70], [-0.22, 0.60, -0.19], [-1.47, -0.32, 0.26], [-2.70, 0.38, 0.54], [-1.76, -1.51, -0.46], [0.98, -0.23, 0.00], [1.15, -0.73, 1.43], [2.25, 0.94, -0.28], [1.08, -1.29, -0.96], [-1.46, 2.12, -0.91], [0.33, 2.45, -1.03], [-2.52, 1.13, 1.30], [-3.13, 0.87, -0.35], [-3.44, -0.34, 0.91], [-1.40, -2.31, 0.06], [-1.21, -1.47, -1.33], [1.02, 0.10, 2.12], [0.41, -1.49, 1.64], [2.15, -1.15, 1.56], [2.20, 1.77, 0.42], [2.25, 1.27, -1.31], [3.16, 0.37, -0.09], [1.79, -1.98, -0.72], [1.00, -0.99, -1.92]]
}

***

What are the relative energies? In hartree: one 0.0842; two 0.0000; three 0.0171.